73
Properties=species:S:1:pos:R:3 method="wB97M-V/def2-TZVPD" total_energy_ev=-186106.0876 smiles="CCCC[C@]1([C@@H](C)F)[C@@](COO)(C[C@H](C)I)OC(=O)[C@@]1(CCCOC)CNC.BrCCBr" lumo_ev=0.429
C 3.81027 -0.82247 3.16165
C 4.14616 0.40943 2.33969
C 2.95509 1.23083 1.82842
C 2.18770 0.47700 0.73102
C 0.72482 0.79245 0.29888
C 0.75352 2.31204 -0.08290
C 0.22078 2.85123 -1.39509
F 0.09845 3.04588 0.92706
C -0.34669 0.41329 1.38820
C -0.06182 0.86041 2.82656
O 0.75101 -0.08532 3.48470
O 0.89322 0.36841 4.83006
C -1.77345 0.91790 1.08723
C -2.98649 0.05751 1.42383
C -4.24003 0.92623 1.36942
I -2.97006 -0.92988 3.33137
O -0.28566 -1.02263 1.36180
C 0.07747 -1.47856 0.14459
O 0.17384 -2.64777 -0.09020
C 0.40897 -0.30863 -0.80074
C 1.56516 -0.83026 -1.69798
C 2.04687 0.02843 -2.87746
C 3.19782 0.97704 -2.60143
O 3.89769 1.17727 -3.81129
C 4.80976 2.25511 -3.80529
C -0.84022 -0.17792 -1.72752
N -1.90049 -1.13655 -1.38327
C -2.02405 -2.23620 -2.34364
H 3.16704 -1.51757 2.62655
H 3.30875 -0.56292 4.08809
H 4.72194 -1.36195 3.41330
H 4.76385 0.12590 1.48491
H 4.76242 1.07428 2.94699
H 2.36197 1.56335 2.66750
H 3.39313 2.12843 1.38753
H 2.31923 -0.59129 0.88479
H 2.74708 0.70096 -0.16984
H 1.78784 2.63935 -0.00276
H 0.67944 3.81699 -1.59376
H 0.43202 2.20244 -2.23178
H -0.85150 3.01581 -1.33441
H -0.99335 0.95676 3.37840
H 0.41648 1.83706 2.81510
H 1.50968 1.11249 4.73771
H -1.89256 1.85752 1.62207
H -1.87231 1.19020 0.04374
H -3.10281 -0.75637 0.72285
H -4.29592 1.43436 0.40653
H -5.12584 0.30896 1.48586
H -4.24084 1.65358 2.17761
H 2.42780 -1.14024 -1.11711
H 1.16671 -1.75424 -2.11103
H 1.22497 0.56524 -3.34403
H 2.41264 -0.64549 -3.65113
H 3.86892 0.53658 -1.85766
H 2.84913 1.94555 -2.22676
H 4.50197 3.00265 -4.53496
H 5.80121 1.89519 -4.07408
H 4.87112 2.72740 -2.82493
H -0.51308 -0.36802 -2.74997
H -1.25970 0.81168 -1.73973
H -2.77723 -0.63089 -1.40305
H -1.07694 -2.76326 -2.40970
H -2.32831 -1.88013 -3.33088
H -2.78004 -2.91150 -1.97030
Br -6.72386 -2.29635 1.53835
C -6.55415 -3.88791 0.44119
C -5.32427 -3.83558 -0.42567
Br -5.54727 -2.62563 -1.93644
H -7.46344 -3.97109 -0.14461
H -6.48767 -4.72146 1.13596
H -5.12206 -4.81051 -0.86247
H -4.45182 -3.49461 0.12434